(1)
ORCA calculation (ωB97M-V/def2-TZVPD) on a molecular structure, C24H36N2PbSi at a distorted geometry.

Geometry as XYZ:
```
64
C24H36N2PbSi, DFT ωB97M-V/def2-TZVPD
C 0.48865 2.97119 3.32766
C 0.94114 3.00330 1.97394
C -0.20760 3.01005 1.12506
H 1.98104 3.08555 1.64719
C -1.36492 2.96916 1.95484
C -0.93786 2.95034 3.31249
H -1.58743 3.00117 4.18702
H 1.11604 3.05684 4.21888
H -0.20289 3.10190 0.03862
H -2.40065 3.02800 1.61095
Pb 0.03870 0.21758 2.22470
C -0.81959 0.31289 -1.16301
H -1.28462 1.29087 -1.31350
H -1.42861 -0.27600 -0.46486
H 0.16598 0.51304 -0.71968
Si -0.61507 -0.67917 -2.69091
C 1.00708 -0.54134 -3.74785
C 1.80052 0.61124 -3.77396
H 1.47823 1.52724 -3.26306
C 3.02861 0.61596 -4.46634
H 3.64195 1.51523 -4.46972
C 3.47061 -0.52931 -5.13515
H 4.43152 -0.53152 -5.65958
C 2.67490 -1.67608 -5.11548
H 3.01331 -2.58268 -5.61735
C 1.44421 -1.67617 -4.44621
H 0.82490 -2.58041 -4.45015
C -1.69993 0.38496 -3.90575
C -1.30363 0.92229 -5.13279
H -0.39088 0.56192 -5.62174
C -2.04135 1.96034 -5.73447
H -1.68310 2.39826 -6.66795
C -3.21416 2.43339 -5.14531
H -3.77099 3.25651 -5.59340
C -3.68160 1.83121 -3.97185
H -4.61626 2.16168 -3.51091
C -2.94009 0.80610 -3.38277
H -3.31598 0.34285 -2.45873
H -0.00616 -1.98948 -2.20218
H -1.95377 -1.43373 -2.41132
C 1.89736 -2.36776 2.38621
N 0.42435 -2.18923 2.21163
C -0.03001 -2.85542 0.97023
C -0.34898 -2.73689 3.35841
C 0.03860 -2.06921 4.67051
N 0.16873 -0.57224 4.56790
C -0.89908 0.10030 5.35524
C 1.52069 -0.08421 4.97321
H 2.31404 -2.81589 1.47065
H 2.11873 -3.02412 3.23894
H 2.40688 -1.40153 2.53296
H 0.12687 -3.94426 1.05911
H -1.09965 -2.66523 0.82171
H 0.53416 -2.47906 0.10775
H -1.41891 -2.57997 3.14528
H -0.15827 -3.82577 3.42207
H -0.74196 -2.28721 5.41572
H 0.98389 -2.48224 5.04512
H -0.96405 -0.34015 6.36478
H -0.70116 1.17537 5.43760
H -1.86653 -0.04075 4.85657
H 2.16420 -0.93182 5.23583
H 2.00495 0.46204 4.14555
H 1.44494 0.61009 5.82167
```

HOMO level ... -0.2052 hartree
LUMO ... -1.683 eV
Spin multiplicity ... 1


(2)
ORCA calculation (ωB97M-V/def2-TZVPD) on a molecular structure, C24H36N5NiP2.

Geometry as XYZ:
```
68
C24H36N5NiP2, DFT ωB97M-V/def2-TZVPD
Ni -0.08445 -1.03422 -0.87366
C -2.95099 1.14534 0.10648
P -1.21472 0.81694 -0.30973
C -0.41346 1.55959 1.14627
N -0.82088 2.70677 1.62738
C -0.12060 3.22360 2.66199
C -0.50211 4.47344 3.21146
C 0.21943 4.99930 4.23829
C 1.34608 4.31133 4.76646
C 1.72821 3.10659 4.26193
C 0.99469 2.53531 3.19206
N 1.36209 1.32679 2.70467
C 0.66954 0.84863 1.70146
P 0.95344 -0.82856 0.99235
C -0.13257 -1.88142 2.01240
C 2.69828 -1.36185 1.36662
C 3.63305 -0.47677 0.53833
C 2.88462 -2.84538 1.02190
C 3.00264 -1.22900 2.86819
C -0.78381 1.97370 -1.71016
C 0.73748 2.19960 -1.70917
C -1.21532 1.29008 -3.01315
C -1.49770 3.31819 -1.56755
H -3.01308 2.15994 0.49668
H -3.27512 0.44853 0.87978
H -3.59860 1.04506 -0.75728
H -1.36059 4.98252 2.79512
H -0.06483 5.95358 4.66084
H 1.90203 4.75409 5.58180
H 2.57914 2.56627 4.65377
H 0.08290 -1.73024 3.06916
H 0.03287 -2.92427 1.74430
H -1.17452 -1.63178 1.81375
H 3.43378 -0.56625 -0.52945
H 4.66293 -0.79580 0.70936
H 3.55514 0.57134 0.83553
H 2.72143 -3.07588 -0.02392
H 2.24592 -3.48045 1.63870
H 3.91743 -3.10508 1.26264
H 2.90200 -0.21746 3.23832
H 4.03675 -1.55116 3.00982
H 2.37699 -1.89360 3.46583
H 1.30782 1.27113 -1.61770
H 1.03085 2.86957 -0.89860
H 1.02037 2.67719 -2.64899
H -0.68200 0.35188 -3.18019
H -0.99615 1.95027 -3.85453
H -2.28870 1.08935 -3.02871
H -1.28121 3.79695 -0.61351
H -2.57884 3.22633 -1.67482
H -1.14422 3.97392 -2.36700
C -0.96363 -5.07664 -4.26164
C -1.44467 -3.94730 -3.41758
C -2.71367 -3.48140 -3.14071
C -2.54646 -2.38978 -2.28538
N -1.24373 -2.18962 -2.03664
N -0.60520 -3.15994 -2.73979
C -3.62780 -1.55195 -1.70542
H -1.80286 -5.54482 -4.76925
H -0.46437 -5.83298 -3.65582
H -0.25712 -4.72815 -5.01513
H -3.64577 -3.87857 -3.50409
H 0.40665 -3.17450 -2.76933
H -4.59649 -1.94190 -2.00992
H -3.55048 -0.53078 -2.06975
H -3.58773 -1.54496 -0.61715
N 2.35001 -2.20790 -2.21372
C 1.44991 -1.71271 -1.68418
```

Total charge ... +1
HOMO level ... -0.4435 hartree
LUMO ... -3.612 eV
Spin multiplicity ... 1


(3)
ORCA calculation (ωB97M-V/def2-TZVPD) on a molecular structure, C24H36P2RuSi at a distorted geometry.

Geometry as XYZ:
```
64
C24H36P2RuSi, DFT ωB97M-V/def2-TZVPD
C 1.00063 1.86712 0.47735
C -0.10005 2.26448 -0.34913
C -1.28793 2.26848 0.44060
H -0.03557 2.61948 -1.36643
C -0.93416 1.89263 1.76979
C 0.49478 1.66694 1.80121
H 1.09470 1.45779 2.67613
H 2.04877 1.85605 0.19719
H -2.28260 2.54584 0.11885
H -1.63232 1.81744 2.59025
Ru -0.47520 0.12873 0.35949
C -1.60012 -1.74931 -3.03794
H -2.64704 -1.45921 -2.86388
H -1.46958 -2.77872 -2.69628
H -1.46347 -1.75248 -4.13316
Si -0.41927 -0.53461 -2.16453
C 1.36902 -0.38307 -2.82114
C 2.05988 0.83407 -2.73980
H 1.54466 1.75675 -2.45783
C 3.42638 0.87606 -3.03099
H 3.94017 1.82926 -2.95959
C 4.11372 -0.28526 -3.38709
H 5.17190 -0.22859 -3.65289
C 3.41108 -1.48910 -3.48283
H 3.92858 -2.40011 -3.77197
C 2.04023 -1.54870 -3.21714
H 1.49933 -2.49269 -3.31662
C -1.33932 0.97797 -2.85628
C -0.87702 1.64698 -3.98966
H 0.10002 1.38660 -4.41174
C -1.68566 2.62871 -4.58523
H -1.29777 3.13875 -5.47112
C -2.95696 2.91589 -4.07117
H -3.59397 3.64602 -4.57440
C -3.43101 2.22282 -2.94875
H -4.42731 2.41125 -2.53487
C -2.61771 1.25818 -2.34515
H -3.00479 0.73233 -1.46257
H -1.60293 -0.63909 -0.57714
H 0.62492 -0.55358 -0.72601
C -2.28306 -1.20345 5.51854
P -1.27853 -0.41233 4.21213
C -0.69472 1.03850 5.18434
C 0.24844 -1.49353 4.34431
C 1.32230 -1.24218 3.27765
P 0.80902 -1.40345 1.49334
C 2.42058 -1.60349 0.63976
C -0.03450 -3.01287 1.41953
H -2.95533 -0.45019 5.93609
H -1.65444 -1.62284 6.30810
H -2.88055 -1.99726 5.06228
H 0.10648 0.75844 5.87709
H -0.33771 1.81705 4.50587
H -1.54553 1.43130 5.75105
H 0.65661 -1.31167 5.35133
H -0.10571 -2.53364 4.29612
H 1.75026 -0.23681 3.39296
H 2.15807 -1.94571 3.43320
H 3.20698 -1.85234 1.36564
H 2.37083 -2.38506 -0.13072
H 2.69000 -0.65875 0.15368
H -0.81676 -3.08080 2.18446
H -0.50752 -3.10644 0.43533
H 0.66777 -3.84456 1.56041
```

Total charge ... +2
HOMO level (alpha / beta) ... -0.4382 / -0.5053 hartree
LUMO (alpha / beta) ... -6.315 / -10.388 eV
Expectation value of S² ... 6.04
ΔE to the lowest compared entry with this formula, charge and spin ... 0.0 kcal per mole
Spin multiplicity ... 5